Here is a structure of composition C45H74N4O3ReSSi4 from the OMol25 dataset. Energies are from wB97M-V/def2-TZVPD.

Geometry as XYZ:
```
132
Properties=species:S:1:pos:R:3:forces:R:3:lowdin_charge:R:1
C 2.943 4.574 1.778 0.003 -0.006 0.011 -0.05
C 1.898 1.759 -3.044 -0.025 0.056 -0.009 -0.20
C -3.449 -3.208 0.108 -0.008 -0.031 -0.058 -0.16
O -2.415 -0.419 1.534 -0.012 0.150 0.096 -0.23
H -0.621 -0.861 5.694 0.003 0.011 -0.024 0.09
C -3.802 -2.471 -1.080 0.034 0.019 0.038 -0.04
H -1.920 0.586 -4.977 -0.010 0.008 0.006 0.07
H -2.599 0.028 6.294 -0.004 0.004 -0.021 0.08
H -4.342 -0.434 2.970 -0.008 0.018 0.008 0.09
O -2.084 1.525 -0.716 0.039 0.349 -0.008 -0.31
H 1.916 2.225 1.171 -0.007 -0.010 0.005 0.10
C 1.655 -0.568 6.569 -0.020 0.002 0.022 -0.07
H -2.403 -3.263 4.507 -0.011 0.018 0.001 0.07
H 0.941 -0.989 -7.211 -0.016 0.027 0.003 0.04
C 2.878 -4.064 -2.021 0.007 -0.078 0.032 -0.21
H 2.132 4.754 2.487 0.006 0.017 -0.015 0.09
H 1.458 1.779 -4.045 0.011 -0.010 0.011 0.02
C 2.468 4.763 0.330 -0.004 0.000 0.001 -0.55
C -2.321 3.290 -3.152 0.017 -0.007 -0.019 -0.05
C -0.496 -0.590 4.655 -0.031 0.000 0.006 0.01
C 1.756 -2.883 0.446 0.037 0.040 0.005 -0.19
H 3.696 -3.340 -1.975 -0.030 -0.009 -0.019 0.02
H -0.849 5.612 -3.055 -0.016 -0.006 -0.006 0.09
C 0.889 0.208 2.893 0.002 0.006 0.012 0.02
H 2.715 -2.362 0.420 -0.047 -0.050 0.031 0.01
C -0.031 -4.702 -1.467 -0.010 -0.062 -0.027 -0.20
H -1.049 -4.317 -1.428 0.075 -0.004 -0.018 0.02
N -3.159 -1.428 -1.469 -0.099 0.013 -0.156 -0.15
H -1.421 3.240 -3.773 0.006 -0.004 0.010 0.09
H -3.655 -2.813 5.674 0.015 0.009 -0.012 0.09
Si 0.939 -1.631 -2.849 -0.032 0.094 -0.146 0.36
O -1.228 -2.311 0.114 0.119 -0.060 0.085 -0.29
H 2.608 -4.034 -5.042 -0.051 0.019 -0.036 0.01
C -1.767 5.599 -2.463 -0.005 0.026 0.001 -0.07
N -3.426 -1.030 -2.779 0.063 0.009 0.072 0.04
C -1.778 -4.000 1.664 -0.008 -0.024 0.015 -0.01
H 0.076 -5.450 -0.675 -0.008 0.004 -0.022 0.04
H 1.845 0.533 2.502 -0.014 0.007 0.003 0.10
H -0.610 -4.309 -4.966 0.005 0.022 0.001 0.03
H 3.977 -0.872 5.256 -0.013 0.009 -0.011 0.08
C -2.720 -2.490 5.209 0.009 -0.023 0.017 -0.04
H 1.314 -1.606 6.559 0.020 0.008 0.002 0.09
C 1.962 -0.064 5.159 -0.011 0.000 -0.010 -0.56
C -2.083 4.198 -1.935 0.002 -0.014 0.012 -0.53
C -1.623 -0.703 3.823 0.034 -0.061 0.050 -0.08
H 3.327 3.567 1.955 -0.024 0.006 0.001 0.07
C -4.109 -1.347 3.515 0.028 -0.009 -0.038 -0.05
H -1.620 -2.865 -4.846 0.021 0.005 -0.028 0.01
H -2.588 2.283 -2.836 -0.016 -0.003 0.007 0.05
H 2.031 -3.707 -6.672 0.008 0.045 0.002 0.04
H -4.584 -2.848 -1.735 0.005 -0.037 -0.007 0.14
H -0.994 -3.372 -6.417 -0.004 -0.028 0.017 0.04
H 1.478 0.023 -5.868 -0.018 -0.024 -0.005 0.01
C 2.224 6.258 0.106 -0.008 0.022 -0.010 -0.06
H 0.114 -5.207 -2.426 -0.026 -0.014 0.026 0.03
H -3.136 3.693 -3.760 0.018 -0.006 0.002 0.09
H 3.430 -0.546 3.610 -0.013 -0.010 0.014 0.07
H -3.227 4.951 -0.249 0.001 -0.007 -0.010 0.09
H -3.906 -2.129 2.783 0.007 0.004 -0.002 0.07
H 3.177 -4.928 -1.416 0.015 0.037 -0.013 0.04
C 0.023 1.850 0.266 -0.143 0.017 -0.042 -0.21
H -4.294 -0.366 5.978 0.020 0.003 0.001 0.08
H 2.782 -4.409 -3.051 -0.008 0.016 0.064 0.00
C 1.122 2.634 0.561 0.006 0.027 -0.030 0.02
H -5.345 -4.205 0.197 0.012 -0.009 0.005 0.12
Si 2.575 0.076 -2.592 -0.034 -0.059 0.006 0.38
H 4.324 -1.402 -3.609 -0.007 0.028 0.004 0.02
H 1.906 -3.808 1.014 -0.040 0.032 0.019 0.04
H -4.189 4.671 -1.708 0.018 -0.004 0.009 0.08
C 3.974 -0.377 -3.762 0.059 0.008 0.000 -0.21
H 0.257 5.394 -1.157 -0.005 -0.018 0.007 0.08
H 3.796 -0.769 -0.587 -0.011 0.034 -0.022 0.02
H -1.967 -2.415 5.995 -0.014 -0.012 -0.005 0.07
H -3.453 -0.148 -5.055 -0.004 -0.004 -0.002 0.11
H 3.779 3.231 -0.485 -0.001 0.049 -0.004 0.06
C -3.992 -4.979 1.662 0.017 0.019 0.005 -0.09
C -1.448 -0.349 2.486 -0.008 -0.048 -0.066 -0.23
H 3.136 -2.577 -5.885 -0.003 -0.025 0.024 0.03
Si 0.795 -2.267 -5.117 -0.007 -0.002 0.044 0.37
C 2.285 -3.241 -5.716 0.062 -0.017 0.024 -0.20
H 3.754 5.272 1.998 -0.002 -0.017 -0.008 0.08
C -0.951 3.639 -1.070 0.060 0.064 0.008 -0.10
C -2.132 -3.128 0.623 -0.005 0.057 0.066 -0.36
H 3.290 4.458 -1.662 0.000 0.002 0.026 0.08
C -0.193 0.136 2.044 -0.049 0.051 -0.066 -0.20
H 2.368 0.180 -0.123 0.034 -0.025 -0.035 0.01
Re -1.674 -0.365 -0.290 -0.180 -0.378 0.066 1.57
H 2.806 -1.951 4.477 0.004 0.013 0.012 0.09
H 2.701 1.792 4.277 -0.014 -0.003 0.013 0.07
H 4.822 0.294 -3.601 -0.010 -0.021 -0.018 0.04
H -3.478 0.883 5.023 -0.008 -0.018 -0.005 0.09
C 1.213 3.930 0.056 0.045 -0.005 0.014 -0.17
H -1.667 6.326 -1.654 0.009 -0.020 -0.007 0.09
H -2.584 5.931 -3.106 0.002 -0.002 0.018 0.08
H 2.004 6.486 -0.939 0.005 -0.011 0.011 0.08
C 3.201 0.115 -0.829 0.036 0.004 0.030 -0.20
H -2.396 -5.549 2.985 -0.008 0.007 -0.003 0.11
H 1.035 -2.259 0.967 -0.043 -0.011 -0.003 0.01
N -2.507 -0.187 -4.703 0.026 -0.030 0.009 0.09
C -2.693 -4.897 2.172 -0.003 -0.007 0.004 -0.08
Si 1.273 -3.370 -1.293 0.022 -0.052 -0.105 0.39
S -0.812 -0.207 -2.633 0.028 0.064 0.130 0.67
H -0.251 -0.240 -6.152 0.017 0.004 0.005 0.00
H 3.666 -0.281 -4.807 0.011 -0.005 0.027 0.02
C -4.351 -4.149 0.626 -0.014 0.020 0.011 -0.04
C 0.751 -0.160 4.233 0.022 0.025 -0.030 -0.17
H 4.508 4.846 -0.432 -0.020 -0.006 -0.002 0.09
H -3.653 3.300 -0.719 0.004 0.011 -0.004 0.08
H 3.836 0.996 -0.695 -0.010 -0.047 0.010 0.02
H 2.559 -0.518 7.179 -0.007 0.005 -0.004 0.08
H 1.395 6.622 0.717 0.014 -0.010 -0.002 0.09
C 3.580 4.298 -0.621 0.026 0.011 0.006 -0.04
C 0.183 4.396 -0.754 -0.051 -0.008 0.000 0.02
H 0.890 0.040 7.057 0.005 -0.010 -0.013 0.09
H 3.266 1.499 5.926 -0.012 -0.007 -0.014 0.08
H 2.723 2.479 -3.018 -0.029 -0.017 -0.023 0.03
H 1.599 2.027 5.634 0.011 -0.012 0.004 0.09
N -0.185 0.509 0.673 0.288 0.022 0.139 -0.10
C -1.022 2.356 -0.530 -0.123 -0.157 0.038 -0.29
C 2.409 1.401 5.254 0.027 0.016 -0.002 -0.04
C -3.369 4.280 -1.099 -0.021 -0.009 0.004 -0.04
C -2.410 -0.560 -3.392 -0.017 0.022 -0.098 -0.70
H 1.140 2.102 -2.333 0.037 -0.014 -0.026 0.01
H -0.776 -3.934 2.069 0.005 0.029 -0.034 0.12
C -0.755 -3.297 -5.352 -0.024 -0.028 -0.015 -0.21
C 0.730 -0.713 -6.174 -0.015 -0.010 -0.042 -0.20
C -3.347 -0.087 5.508 -0.015 0.014 0.019 -0.05
H -4.699 -5.689 2.070 0.006 0.003 -0.003 0.10
H 3.120 6.820 0.377 -0.007 -0.008 -0.001 0.08
C -2.936 -1.155 4.481 -0.008 0.033 -0.022 -0.53
C 3.111 -0.908 4.589 0.021 -0.021 -0.007 -0.05
H -4.989 -1.640 4.095 0.019 -0.012 -0.011 0.09
```
Forces are in eV/Å.

Its total charge is 0. Its multiplicity is 4. The energy above the lowest of the compared OMol25 structures with the same formula, charge and spin is 7.1 kcal per mole. For the orbital gap (spin up / spin down), the calculation gives 6.291 / 6.778 eV.